No. 1
233
Properties=species:S:1:pos:R:3:mulliken_charge:R:1 method="wB97M-V/def2-TZVPD" molar_mass_da=1271.0 relative_energy_kcal_mol=0.0 total_charge=+5 lumo_ev=-9.3
C -5.887 -2.164 3.399 -1.5660
C -5.121 -2.049 2.089 0.4324
N -5.483 -0.782 1.175 0.3617
C -7.000 -0.899 0.731 -0.8934
C -5.220 0.595 1.966 -1.1114
C -3.772 0.739 2.521 -0.1743
C -4.502 -0.828 -0.073 0.1896
C -4.680 0.306 -1.105 -0.7965
O -5.883 0.333 -1.762 -0.5388
C -6.394 1.577 -2.266 -0.6290
H -5.636 -1.354 4.083 0.3019
H -5.512 -3.089 3.838 0.3943
H -6.971 -2.283 3.391 0.3603
H -5.287 -2.936 1.478 0.2730
H -4.048 -2.048 2.280 -0.2258
H -7.123 -1.889 0.293 0.3585
H -7.347 -0.055 0.134 0.2721
H -7.555 -0.915 1.669 0.4194
H -5.891 0.625 2.824 0.5684
H -5.478 1.450 1.342 0.5267
H -3.462 0.183 3.406 0.2288
H -3.579 1.768 2.824 0.6119
H -2.996 0.579 1.772 -0.4305
H -4.572 -1.846 -0.456 0.5992
H -3.471 -0.734 0.268 -0.2507
H -4.003 0.184 -1.951 0.2848
H -4.563 1.343 -0.790 0.4341
H -7.149 1.259 -2.985 0.3070
H -5.610 2.186 -2.717 0.1518
H -6.880 2.113 -1.451 0.3230
C -2.819 10.140 0.586 -1.3381
C -2.608 8.684 0.921 0.0145
N -1.328 8.290 1.853 0.2677
C -1.456 8.942 3.208 -1.0429
C -1.179 6.734 1.898 0.0104
C -2.344 5.975 2.580 -1.2512
C -0.081 8.913 1.235 -0.9992
C 0.402 8.352 -0.170 -0.0734
O -0.455 8.632 -1.222 -0.2592
C -0.295 7.812 -2.343 -0.6849
H -3.697 10.228 -0.055 0.4377
H -2.031 10.593 -0.015 0.3250
H -2.909 10.666 1.536 0.3413
H -2.585 8.104 -0.002 0.0674
H -3.452 8.282 1.483 0.5197
H -2.303 8.529 3.755 0.3725
H -1.653 10.005 3.071 0.4556
H -0.548 8.775 3.787 0.3789
H -0.235 6.552 2.413 0.4559
H -0.952 6.352 0.903 -0.2544
H -3.318 6.092 2.105 0.3888
H -2.504 6.210 3.633 0.3922
H -2.073 4.940 2.374 0.2342
H 0.684 8.713 1.985 0.4868
H -0.358 9.956 1.078 0.4720
H 0.575 7.286 -0.025 -0.1400
H 1.351 8.804 -0.458 0.6207
H 0.695 8.010 -2.752 0.4077
H -1.075 8.009 -3.078 0.4005
H -0.407 6.740 -2.181 -0.0012
C 5.277 -4.562 -5.598 -1.1848
C 5.702 -3.560 -4.484 -1.0375
C 4.646 -2.461 -4.203 -0.3015
N 4.463 -2.037 -2.723 0.9360
C 5.850 -1.434 -2.349 -1.1325
C 4.092 -3.194 -1.782 -0.9125
C 2.925 -2.691 -0.969 0.3545
C 2.998 -1.114 -0.968 0.8581
C 3.398 -0.994 -2.474 -0.9326
H 5.198 -3.993 -6.524 0.1255
H 4.375 -5.136 -5.386 0.3621
H 6.027 -5.302 -5.878 0.4321
H 6.557 -2.998 -4.861 0.5186
H 6.059 -4.073 -3.591 0.5400
H 3.707 -2.981 -4.394 0.0294
H 4.738 -1.626 -4.897 0.6293
H 6.017 -0.624 -3.059 0.4511
H 6.633 -2.119 -2.673 0.3684
H 5.846 -1.332 -1.264 0.3878
H 4.915 -3.548 -1.161 0.1531
H 3.882 -4.028 -2.452 0.2989
H 2.992 -3.001 0.074 0.5715
H 2.010 -3.105 -1.392 -0.1658
H 3.634 -0.509 -0.321 0.3242
H 2.002 -0.672 -0.938 -1.0969
H 3.795 -0.002 -2.689 0.4707
H 2.566 -1.289 -3.113 -0.0395
C -3.000 2.218 -4.898 -1.6648
C -2.135 2.945 -3.874 0.4247
C -0.810 2.268 -3.521 -0.1847
N 0.114 3.067 -2.568 1.4589
C 0.589 4.256 -3.444 -1.4738
C -0.517 3.580 -1.212 -0.3988
C 0.601 3.936 -0.286 0.1232
C 1.560 2.775 -0.593 0.3673
C 1.306 2.252 -2.022 -0.4224
H -2.426 2.038 -5.807 0.5096
H -3.866 2.845 -5.114 0.3903
H -3.449 1.266 -4.615 0.2423
H -2.690 3.085 -2.947 -0.2045
H -1.927 3.911 -4.334 0.0571
H -0.295 2.111 -4.469 0.5352
H -0.995 1.354 -2.957 -0.1590
H 1.161 3.845 -4.276 0.3271
H 1.317 4.803 -2.845 0.5739
H -0.197 4.949 -3.744 0.3026
H -1.140 4.455 -1.401 0.3581
H -1.127 2.834 -0.703 -0.1894
H 0.948 4.909 -0.634 0.0608
H 0.234 4.057 0.733 -0.1694
H 2.578 3.092 -0.367 0.8225
H 1.299 2.005 0.133 -0.6360
H 2.153 2.490 -2.665 0.2010
H 0.983 1.216 -2.118 -0.1193
C 3.887 -1.860 3.267 -1.3931
C 4.776 -1.559 4.448 -0.3225
C 5.045 -2.863 5.247 -0.9883
N 5.488 -2.615 6.737 0.1232
C 6.782 -1.790 6.747 -0.9504
C 5.704 -3.964 7.449 -0.5784
C 4.320 -4.473 7.791 -1.0299
C 3.529 -3.268 8.037 0.1576
C 4.374 -2.008 7.625 -0.5126
H 3.797 -0.990 2.616 0.4374
H 2.883 -2.163 3.565 0.0071
H 4.238 -2.715 2.690 0.6378
H 4.360 -0.769 5.073 0.4721
H 5.707 -1.169 4.037 0.4921
H 5.826 -3.552 4.926 0.4487
H 4.121 -3.437 5.186 0.3044
H 7.534 -2.278 6.126 0.3996
H 7.252 -1.822 7.730 0.4248
H 6.642 -0.765 6.404 0.3689
H 6.249 -3.682 8.350 0.4507
H 6.275 -4.729 6.925 0.3587
H 4.433 -5.242 8.556 0.4359
H 3.956 -4.945 6.878 0.3145
H 3.212 -3.107 9.067 0.5773
H 2.667 -3.342 7.375 -0.2529
H 4.786 -1.495 8.494 0.4810
H 3.874 -1.258 7.012 0.1992
C -1.484 -1.712 -4.083 0.1549
C -0.903 -1.760 -5.525 -0.6255
C 0.052 -3.014 -5.918 -0.7788
N 0.836 -2.827 -7.265 0.1703
C -0.127 -2.793 -8.432 -0.7960
C 1.736 -4.115 -7.434 -0.5297
C 2.944 -3.529 -8.231 -0.7524
C 2.994 -2.089 -8.142 -0.5121
C 1.816 -1.708 -7.216 -0.1072
H -0.831 -1.353 -3.287 -0.0406
H -1.975 -2.637 -3.781 -0.0815
H -2.261 -0.950 -4.158 0.0454
H -0.370 -0.839 -5.760 0.4587
H -1.763 -1.738 -6.195 0.3462
H -0.305 -4.043 -5.955 0.6550
H 0.783 -2.952 -5.112 -0.1975
H -0.792 -1.932 -8.359 0.3466
H -0.797 -3.634 -8.254 0.3642
H 0.463 -2.850 -9.346 0.3914
H 1.241 -4.972 -7.891 0.4227
H 2.057 -4.402 -6.433 0.2419
H 2.697 -3.732 -9.273 0.3819
H 3.861 -4.071 -8.001 0.4742
H 2.846 -1.711 -9.154 0.3675
H 3.922 -1.814 -7.639 0.2165
H 1.276 -0.779 -7.396 0.4547
H 2.090 -1.683 -6.162 -0.1471
C -2.735 -5.438 -4.093 -0.8334
C -2.394 -5.874 -2.652 -0.7604
C -1.985 -4.648 -1.773 0.0837
N -1.510 -5.053 -0.395 0.9109
C -2.625 -5.868 0.304 -0.8287
C -0.158 -5.798 -0.470 -0.4676
C 0.397 -5.655 1.024 -0.8921
C -0.319 -4.309 1.445 0.2651
C -1.315 -3.816 0.419 0.0415
H -3.663 -4.867 -4.098 0.4011
H -3.062 -6.247 -4.745 0.4699
H -1.914 -4.806 -4.431 -0.2864
H -1.679 -6.684 -2.513 0.4033
H -3.386 -6.221 -2.365 0.3698
H -2.820 -3.952 -1.687 0.2599
H -1.091 -4.160 -2.161 -0.0690
H -2.305 -6.131 1.312 0.3953
H -2.820 -6.814 -0.200 0.3456
H -3.547 -5.287 0.335 0.3089
H -0.363 -6.832 -0.749 0.4029
H 0.463 -5.246 -1.176 0.3503
H -0.050 -6.403 1.679 0.3930
H 1.487 -5.644 1.057 0.3694
H -0.771 -4.473 2.424 0.0139
H 0.468 -3.590 1.671 -0.0391
H -2.254 -3.439 0.824 -0.4816
H -0.867 -3.001 -0.148 -0.3331
C 0.668 3.932 4.118 -1.1696
C 0.111 2.507 4.365 0.5166
C 1.026 1.401 4.975 -0.7995
N 0.260 0.105 5.284 0.4423
C -0.807 0.365 6.433 -0.9031
C 1.183 -1.012 5.821 0.1479
C 0.500 -2.370 5.561 -0.9729
C -0.528 -2.048 4.419 0.1507
C -0.327 -0.619 4.016 0.3496
H 0.225 4.542 4.905 0.4450
H 0.352 4.377 3.175 -0.1089
H 1.749 4.031 4.212 0.4333
H -0.237 2.185 3.384 -0.2950
H -0.791 2.522 4.978 0.2615
H 1.331 1.675 5.986 0.3760
H 1.888 1.123 4.369 0.3074
H -1.633 0.920 5.987 0.3024
H -0.366 1.039 7.167 0.3329
H -1.068 -0.571 6.927 0.4231
H 1.500 -0.789 6.840 0.7594
H 2.060 -0.972 5.175 -0.4971
H 0.039 -2.702 6.491 0.5090
H 1.159 -3.152 5.184 0.3508
H -1.544 -2.039 4.813 0.4361
H -0.674 -2.665 3.532 -0.6040
H -1.149 -0.007 3.645 -0.1926
H 0.483 -0.530 3.291 -0.4230
Cl -3.058 -4.831 3.880 -0.6539
B -4.338 5.018 -1.722 -0.0087
F -4.466 4.653 -3.043 -0.4278
F -5.421 5.631 -1.209 -0.3128
F -4.153 3.883 -0.988 -0.1668
F -3.285 5.824 -1.635 -0.0566
B -0.439 -0.076 0.656 -0.9867
F -0.568 1.207 1.228 0.1499
F 0.795 -0.640 0.832 -0.1763
F -1.239 -0.979 1.405 0.3310
F -0.677 -0.055 -0.656 0.0228

No. 2
100
Properties=species:S:1:pos:R:3:mulliken_charge:R:1 method="wB97M-V/def2-TZVPD" molar_mass_da=918.7 relative_energy_kcal_mol=0.0 total_charge=-1 lumo_ev="1.4 / 1.4"
Na -1.080 -0.867 -1.080 1.1056
S -3.835 -7.999 -2.950 -0.1207
N -4.475 -6.845 -2.013 -0.8490
C -3.628 -5.832 -2.009 0.8463
C -3.809 -4.579 -1.293 0.0921
C -4.905 -4.254 -0.494 -0.6512
C -4.924 -3.020 0.129 -1.0392
C -3.851 -2.146 -0.071 -0.0890
N -2.812 -2.447 -0.839 0.2716
C -2.789 -3.644 -1.429 -0.1300
C -1.585 -3.898 -2.237 -0.6646
N -0.704 -2.883 -2.241 0.3701
C 0.387 -3.031 -2.965 -0.1763
C 0.667 -4.185 -3.713 -1.0065
C -0.234 -5.226 -3.697 -0.8197
C -1.397 -5.077 -2.935 0.2089
C -2.453 -6.074 -2.811 0.8462
N -2.461 -7.263 -3.388 -0.8235
H -5.713 -4.963 -0.368 0.4898
H -5.746 -2.728 0.769 0.3987
H -3.827 -1.176 0.413 0.3369
H 1.073 -2.190 -2.963 0.3689
H 1.578 -4.242 -4.293 0.4150
H -0.063 -6.136 -4.258 0.4751
Br -2.463 1.594 0.654 -0.1161
C -3.460 2.312 -0.814 -0.7008
Br -3.174 1.233 -2.351 -0.0579
H -3.132 3.331 -0.996 0.3933
H -4.511 2.320 -0.543 0.4685
O -1.608 -0.679 -3.746 -0.2611
O -1.819 -0.870 -5.038 -0.6559
O 0.788 0.363 -1.513 0.0205
P 1.083 1.785 -1.836 -2.5065
N 0.757 2.784 -0.558 1.1940
C 0.574 4.237 -0.527 -0.2762
C 0.978 4.641 0.892 -0.9763
C 0.718 3.382 1.714 -0.6180
C 1.150 2.270 0.771 0.0994
N 2.715 1.880 -2.143 0.4639
C 3.301 3.102 -2.674 -0.2255
C 4.762 2.722 -2.871 -0.7641
C 4.665 1.274 -3.356 -0.7957
C 3.473 0.695 -2.585 -0.3084
N 0.295 2.352 -3.162 1.2489
C -0.271 3.670 -3.457 -0.0626
C -0.462 3.662 -4.977 -0.7796
C -0.589 2.180 -5.320 -0.6849
C 0.402 1.525 -4.376 0.0455
H -0.471 4.497 -0.727 0.2070
H 1.189 4.753 -1.267 0.2395
H 0.423 5.512 1.244 0.4255
H 2.043 4.888 0.916 0.3067
H -0.346 3.286 1.936 0.1997
H 1.269 3.360 2.654 0.4620
H 0.668 1.313 0.975 -0.6030
H 2.237 2.123 0.822 0.3352
H 3.174 3.932 -1.976 0.0866
H 2.841 3.391 -3.631 0.1501
H 5.284 2.766 -1.913 0.3163
H 5.276 3.376 -3.575 0.3826
H 5.580 0.708 -3.185 0.4056
H 4.461 1.259 -4.430 0.2870
H 3.788 0.111 -1.718 0.3723
H 2.863 0.042 -3.213 0.0995
H 0.378 4.490 -3.146 0.1674
H -1.235 3.789 -2.950 -0.0071
H 0.421 4.088 -5.463 0.3098
H -1.327 4.254 -5.277 0.4401
H -0.368 1.955 -6.364 0.4128
H -1.586 1.797 -5.102 0.1828
H 1.424 1.580 -4.783 0.1403
H 0.113 0.500 -4.159 -0.2074
O 0.736 -1.974 0.259 -0.2051
C 2.696 -0.523 7.015 -1.2437
C 1.434 0.136 6.466 -0.6138
N 0.245 -0.688 6.589 0.2734
C -0.355 -0.746 7.908 -0.6484
C -1.237 0.458 8.230 -1.0696
C -0.562 -1.069 5.511 0.1538
O -1.744 -1.361 5.754 -0.6641
C -0.017 -1.111 4.170 0.3528
C 1.344 -1.452 3.784 0.0113
C 1.653 -1.537 2.459 -1.1416
C 0.673 -1.275 1.478 0.3384
N -0.589 -0.834 1.824 0.3193
C -0.896 -0.848 3.110 -0.8401
H 3.567 0.110 6.832 0.3669
H 2.868 -1.490 6.544 0.3042
H 2.624 -0.685 8.093 0.3737
H 1.566 0.401 5.420 0.5026
H 1.270 1.078 7.006 0.2988
H 0.451 -0.825 8.643 0.3127
H -0.953 -1.654 7.965 0.3836
H -0.665 1.389 8.209 0.2832
H -1.676 0.357 9.225 0.3693
H -2.042 0.523 7.498 0.2899
H 2.098 -1.676 4.524 0.3616
H 2.649 -1.822 2.132 0.5269
H 1.093 -1.149 -0.129 0.0376
H -1.917 -0.560 3.360 0.4552

No. 3
11
Properties=species:S:1:pos:R:3:nbo_charge:R:1 method="wB97M-V/def2-TZVPD" molar_mass_da=144.8 total_charge=-1 lumo_ev=1.6
Li 0.582 0.249 0.555 0.9091
Li 2.458 -1.016 1.575 0.9709
Li -0.033 -1.590 -1.484 0.9487
Li -2.005 -0.788 1.076 0.9499
C -1.048 1.013 -1.189 0.9203
O -1.299 0.007 -2.039 -1.0415
O -1.433 0.821 0.046 -1.0191
O -0.115 1.807 -1.490 -0.7729
F 1.465 1.656 1.422 -0.9482
F 1.621 -1.008 -0.464 -0.9556
F -0.192 -1.150 1.992 -0.9617